Entry 1:
{"formula": "C36H50AsN5O3RbS2Si2", "method": "ωB97M-V/def2-TZVPD", "elements": ["Rb", "O", "S", "O", "N", "C", "C", "C", "C", "C", "C", "C", "C", "N", "C", "C", "C", "C", "C", "C", "C", "H", "H", "H", "H", "H", "H", "H", "H", "H", "H", "H", "C", "Si", "C", "C", "C", "C", "C", "C", "C", "C", "N", "Si", "C", "C", "C", "H", "H", "H", "H", "H", "H", "H", "H", "H", "H", "H", "H", "H", "H", "H", "H", "H", "H", "H", "H", "H", "H", "C", "As", "C", "C", "O", "H", "H", "H", "H", "H", "H", "H", "H", "H", "C", "C", "C", "C", "N", "C", "S", "N", "C", "H", "H", "H", "H", "H", "H", "H", "H"], "coordinates": [[0.226, -1.796, -0.198], [2.988, -2.633, 0.195], [3.013, -2.836, 1.641], [3.476, -4.137, 2.082], [1.638, -2.345, 2.179], [1.269, -2.414, 3.498], [1.959, -3.036, 4.525], [1.483, -3.016, 5.849], [0.320, -2.386, 6.185], [-0.424, -1.734, 5.171], [-1.630, -1.049, 5.446], [-2.299, -0.425, 4.436], [-1.761, -0.495, 3.133], [-0.656, -1.124, 2.835], [0.031, -1.744, 3.833], [4.206, -1.647, 2.245], [3.918, -0.294, 2.092], [4.832, 0.651, 2.527], [6.023, 0.247, 3.120], [6.298, -1.103, 3.278], [5.387, -2.056, 2.839], [2.871, -3.569, 4.300], [2.062, -3.521, 6.613], [-0.045, -2.372, 7.205], [-2.003, -1.030, 6.464], [-3.226, 0.107, 4.607], [-2.282, -0.013, 2.313], [2.977, 0.010, 1.647], [4.607, 1.703, 2.405], [6.735, 0.987, 3.465], [7.222, -1.418, 3.747], [5.576, -3.116, 2.953], [-3.907, 0.768, -4.682], [-2.570, 0.559, -3.337], [-2.284, 2.340, -2.741], [-1.004, 0.099, -4.292], [-2.896, -0.567, -1.947], [-2.735, -1.991, -2.143], [-3.030, -2.637, -3.377], [-2.900, -3.995, -3.523], [-2.481, -4.769, -2.438], [-2.191, -4.086, -1.273], [-2.284, -2.767, -1.119], [-3.923, 0.008, -0.560], [-3.315, 1.542, 0.400], [-5.641, 0.602, -1.135], [-4.314, -1.318, 0.725], [-3.606, 1.513, -5.426], [-4.859, 1.085, -4.249], [-4.088, -0.170, -5.213], [-1.934, 2.952, -3.578], [-1.529, 2.358, -1.951], [-3.203, 2.797, -2.361], [-0.770, 0.876, -5.028], [-1.113, -0.850, -4.822], [-0.164, -0.020, -3.605], [-3.407, -2.042, -4.198], [-3.145, -4.463, -4.471], [-2.368, -5.842, -2.499], [-1.833, -4.633, -0.402], [-3.411, 2.440, -0.218], [-2.272, 1.455, 0.710], [-3.940, 1.687, 1.288], [-5.559, 1.451, -1.822], [-6.255, 0.921, -0.285], [-6.172, -0.196, -1.660], [-3.422, -1.774, 1.155], [-4.893, -2.121, 0.261], [-4.920, -0.887, 1.528], [2.742, -0.841, -4.845], [2.674, -1.565, -3.056], [3.998, -2.958, -2.968], [3.327, -0.160, -1.915], [1.169, -2.097, -2.667], [3.731, -0.439, -5.061], [1.989, -0.058, -4.920], [2.497, -1.632, -5.552], [4.983, -2.572, -3.233], [3.713, -3.759, -3.648], [3.997, -3.320, -1.941], [4.326, 0.140, -2.232], [3.361, -0.547, -0.898], [2.647, 0.691, -1.964], [-1.848, 5.935, 0.144], [-0.539, 5.261, 0.386], [0.617, 5.887, 0.749], [1.768, 5.077, 0.928], [1.777, 3.777, 0.766], [0.628, 3.138, 0.412], [0.448, 1.516, 0.193], [-0.503, 3.925, 0.229], [3.070, 5.702, 1.334], [-1.762, 7.007, 0.304], [-2.608, 5.536, 0.817], [-2.181, 5.753, -0.879], [0.650, 6.956, 0.891], [-1.337, 3.410, -0.039], [3.011, 6.788, 1.365], [3.851, 5.397, 0.638], [3.353, 5.331, 2.319]], "forces_ev_per_angstrom": [[-0.449, 0.220, 0.177], [0.118, -0.069, 0.047], [0.100, 0.072, 0.001], [0.044, 0.056, 0.003], [0.032, -0.231, 0.044], [-0.004, 0.077, 0.009], [0.011, 0.000, 0.006], [-0.016, 0.003, 0.012], [0.004, 0.005, -0.002], [-0.003, 0.007, 0.026], [0.000, 0.002, -0.018], [0.018, -0.011, -0.002], [-0.029, -0.009, 0.007], [0.057, -0.046, 0.031], [0.028, 0.016, 0.002], [-0.030, 0.012, -0.037], [-0.008, -0.015, 0.008], [-0.004, 0.013, -0.008], [0.005, 0.013, 0.002], [0.009, -0.010, 0.006], [0.001, -0.016, 0.008], [0.003, 0.000, -0.007], [-0.001, 0.001, 0.003], [0.001, -0.001, 0.004], [0.000, 0.002, 0.003], [-0.001, 0.002, 0.006], [-0.002, 0.004, -0.007], [-0.001, 0.014, 0.000], [0.002, 0.002, 0.006], [0.000, 0.000, -0.001], [0.001, 0.002, 0.000], [-0.002, -0.003, -0.004], [0.007, -0.011, 0.030], [-0.010, -0.060, -0.010], [-0.056, 0.050, 0.034], [-0.039, 0.018, -0.016], [-0.063, 0.025, -0.045], [0.037, 0.074, 0.044], [0.050, 0.032, -0.061], [0.008, -0.003, 0.024], [0.032, 0.031, -0.021], [-0.001, -0.053, -0.048], [-0.326, -0.053, 0.091], [0.016, -0.052, -0.050], [0.024, 0.052, 0.016], [0.047, 0.022, 0.011], [0.003, 0.026, -0.015], [0.006, 0.015, -0.001], [0.009, 0.001, 0.017], [-0.012, -0.009, -0.015], [0.020, 0.006, -0.005], [0.026, -0.047, -0.045], [0.001, -0.013, -0.018], [0.013, 0.000, -0.004], [0.006, -0.007, 0.023], [-0.002, 0.001, 0.012], [0.007, 0.009, -0.012], [0.002, 0.000, 0.000], [0.002, -0.005, -0.005], [-0.028, -0.005, -0.006], [-0.051, -0.015, -0.007], [0.005, -0.044, 0.012], [0.005, 0.017, 0.017], [0.006, -0.013, -0.008], [-0.018, 0.008, 0.005], [0.011, -0.009, -0.007], [0.001, 0.007, -0.011], [0.016, -0.011, -0.012], [-0.009, -0.002, 0.011], [-0.015, -0.036, -0.019], [0.044, -0.029, 0.096], [-0.014, -0.013, 0.011], [-0.011, 0.036, -0.024], [0.186, 0.026, -0.348], [-0.001, -0.002, 0.000], [0.006, -0.004, 0.006], [0.001, 0.003, 0.005], [0.000, 0.003, -0.004], [-0.003, 0.004, 0.006], [0.003, 0.002, -0.001], [0.000, 0.008, 0.000], [0.008, -0.011, -0.003], [-0.006, -0.013, 0.019], [-0.004, 0.012, -0.006], [0.002, -0.084, -0.014], [0.038, -0.057, 0.013], [-0.041, 0.030, -0.015], [0.028, 0.025, -0.007], [-0.276, 0.165, -0.015], [0.416, -0.229, 0.017], [0.060, 0.057, 0.019], [0.000, -0.001, 0.007], [0.004, 0.005, 0.001], [-0.002, -0.012, -0.005], [-0.003, -0.016, -0.001], [-0.001, 0.006, -0.001], [-0.045, 0.029, 0.020], [-0.002, 0.003, -0.004], [0.000, -0.003, 0.001], [-0.001, 0.002, -0.001]], "e_tot_ha": -5536.6854, "homo_energy_ev": -3.322, "relative_energy_kj_mol": 95.4, "total_charge": -1}

***

Entry 2:
{"formula": "C4H37F5O17P", "method": "ωB97M-V/def2-TZVPD", "elements": ["F", "C", "F", "F", "C", "F", "F", "P", "O", "C", "C", "O", "H", "H", "H", "H", "H", "H", "H", "O", "H", "H", "O", "H", "H", "O", "H", "H", "O", "H", "H", "O", "H", "H", "O", "H", "H", "O", "H", "H", "O", "H", "H", "O", "H", "H", "O", "H", "H", "O", "H", "H", "O", "H", "H", "O", "H", "H", "O", "H", "H", "O", "H", "H"], "coordinates": [[-3.083, 0.267, -1.043], [-3.255, -1.079, -0.788], [-3.812, -1.638, -1.950], [-4.284, -1.168, 0.186], [-1.955, -1.836, -0.264], [-1.902, -1.970, 1.145], [-2.030, -3.189, -0.791], [-0.275, -1.074, -0.828], [-0.354, 0.391, 0.122], [0.568, 1.305, -0.551], [1.910, 0.386, -0.685], [1.395, -0.832, -1.297], [-0.769, -0.470, -2.056], [-0.073, -2.398, -1.404], [0.273, -1.631, 0.409], [0.284, 1.425, -1.650], [0.687, 2.272, 0.035], [2.068, 0.060, 0.405], [2.796, 0.857, -1.202], [-4.849, 3.073, -1.115], [-4.117, 2.442, -1.099], [-5.380, 2.832, -0.348], [-2.716, -4.121, 3.385], [-3.592, -3.744, 3.257], [-2.147, -3.587, 2.815], [1.403, 3.948, 1.354], [0.900, 4.603, 1.857], [2.157, 4.443, 1.015], [2.693, -0.952, -3.886], [3.430, -1.575, -3.871], [2.159, -1.198, -3.110], [-0.004, 4.190, 3.790], [0.731, 3.562, 3.802], [-0.534, 3.943, 4.560], [0.292, 3.500, -2.403], [-0.589, 3.874, -2.518], [0.849, 4.032, -2.982], [-1.885, 2.701, -3.897], [-1.649, 1.992, -4.506], [-2.821, 2.858, -4.071], [3.846, -3.548, -4.624], [4.740, -3.899, -4.522], [3.656, -3.662, -5.562], [-1.759, 2.388, 5.906], [-1.590, 1.994, 6.770], [-1.973, 1.634, 5.343], [-3.825, 1.850, 7.658], [-4.347, 1.410, 6.978], [-3.643, 2.721, 7.286], [3.240, -5.328, -1.911], [2.997, -4.888, -2.737], [4.088, -4.928, -1.676], [3.555, -3.412, 0.352], [3.729, -3.796, 1.218], [3.344, -4.174, -0.205], [6.345, -3.796, -1.471], [5.836, -3.146, -0.966], [7.093, -3.294, -1.815], [-1.967, -3.361, -3.660], [-1.708, -3.890, -2.897], [-2.891, -3.149, -3.493], [-0.322, 6.749, 5.105], [-0.925, 7.161, 4.478], [-0.042, 5.934, 4.660]], "forces_ev_per_angstrom": [[-0.196, -2.283, 0.464], [-1.905, -0.204, 0.685], [1.195, 0.990, 1.915], [1.378, 0.329, -1.520], [0.151, -0.545, -0.432], [-1.284, 0.110, -1.925], [-0.620, 2.069, 1.371], [2.521, -2.271, 0.901], [0.432, 1.094, -1.811], [1.087, -1.103, -0.706], [-2.097, -0.326, 1.797], [0.653, 2.098, -0.297], [-0.238, -0.012, 0.634], [-0.292, 0.548, -0.532], [-0.419, -0.244, -0.104], [-0.054, 0.385, 1.688], [-0.264, -1.413, -0.980], [0.726, 0.776, -1.316], [-0.989, -0.725, 0.421], [0.038, -0.089, 0.063], [-0.022, 0.037, -0.024], [0.054, 0.001, -0.075], [-0.014, 0.116, 0.034], [0.099, -0.018, -0.063], [-0.065, -0.056, -0.055], [0.226, 0.443, 0.257], [-0.120, -0.183, -0.079], [-0.048, -0.151, -0.095], [0.254, -0.121, -0.046], [-0.272, 0.009, -0.110], [-0.120, 0.360, 0.251], [0.088, 0.052, 0.420], [-0.044, 0.017, -0.216], [-0.198, -0.236, -0.043], [0.384, 0.775, -0.103], [-0.034, -0.323, -0.118], [-0.049, -0.080, 0.024], [-0.503, 0.126, -0.313], [0.167, -0.035, 0.224], [0.053, -0.051, 0.075], [0.371, -0.315, -0.044], [-0.066, 0.023, 0.096], [-0.179, 0.129, 0.100], [0.312, 0.075, -0.222], [-0.087, 0.014, -0.052], [0.060, 0.095, -0.043], [-0.272, 0.010, 0.179], [0.046, 0.009, 0.075], [0.039, -0.108, -0.060], [0.254, 0.056, 0.061], [-0.066, 0.113, 0.099], [0.131, -0.158, -0.348], [0.499, -0.227, 0.063], [-0.072, 0.105, -0.033], [-0.487, 0.194, 0.015], [-0.035, 0.232, 0.019], [-0.152, -0.163, 0.044], [-0.063, -0.085, -0.008], [-0.177, -0.297, -0.331], [0.094, 0.284, 0.078], [0.141, 0.073, 0.106], [-0.056, 0.039, -0.062], [0.052, -0.026, 0.072], [0.058, 0.058, -0.063]], "e_tot_ha": -2294.3161, "homo_energy_ev": -4.278, "relative_energy_kj_mol": 203.1, "total_charge": -1}

***

Entry 3:
{"formula": "C5H10N2O", "method": "ωB97M-V/def2-TZVPD", "elements": ["C", "C", "C", "N", "C", "C", "N", "O", "H", "H", "H", "H", "H", "H", "H", "H", "H", "H"], "coordinates": [[-0.208, -0.473, 0.317], [1.132, -1.053, -0.176], [-1.389, -0.704, -0.608], [-0.512, -0.654, 1.686], [1.607, 0.356, -0.522], [-0.280, 2.054, -0.482], [0.375, 0.978, 0.025], [2.453, 0.839, -1.224], [-1.492, -0.708, 1.915], [0.042, -1.332, 2.183], [1.738, -1.577, 0.561], [1.025, -1.681, -1.061], [1.156, 1.020, 0.981], [-1.131, -0.469, -1.638], [-2.220, -0.059, -0.324], [-1.697, -1.748, -0.537], [0.193, 2.528, -1.333], [-0.792, 2.682, 0.239]], "forces_ev_per_angstrom": [[0.044, -0.240, -0.115], [0.027, -0.035, 0.433], [0.193, 0.072, 0.113], [0.164, 0.026, 0.086], [0.270, -0.137, -1.429], [-0.211, 0.586, -0.065], [1.393, 0.013, 1.066], [-0.780, -0.358, 0.716], [0.053, -0.019, -0.048], [-0.052, 0.004, -0.063], [0.024, -0.012, -0.005], [0.039, 0.108, 0.004], [-1.371, 0.039, -0.748], [-0.021, 0.046, -0.015], [0.048, 0.039, -0.010], [0.065, -0.017, 0.017], [0.141, 0.005, 0.178], [-0.026, -0.118, -0.115]], "e_tot_ha": -381.1184, "homo_energy_ev": -6.657, "relative_energy_kj_mol": 438.4, "total_charge": 0}